1.
56
Properties=species:S:1:pos:R:3 method="wB97M-V/def2-TZVPD" homo_ev=-8.2 fmax_ev_per_a=0.50 orbital_gap_ha=0.320 e_tot_ha=-1787.30146 de_lowest_kj_mol=0.00 smiles="COc1ccc(C(=O)NC2CC2)cc1OC1CCN(Cc2ccc(F)cc2Cl)CC1" lumo_ha=0.019 charge=0
C 2.202 5.450 -0.340
O 1.982 4.065 -0.231
C 1.290 3.603 0.843
C 0.782 4.387 1.866
C 0.087 3.808 2.915
C -0.096 2.437 2.968
C -0.857 1.878 4.121
O -1.715 2.508 4.705
N -0.515 0.606 4.468
C -1.105 -0.082 5.571
C -1.666 -1.453 5.331
C -2.588 -0.297 5.571
C 0.401 1.639 1.934
C 1.086 2.202 0.873
O 1.623 1.530 -0.180
C 1.419 0.136 -0.326
C 0.017 -0.185 -0.854
C -0.094 -1.683 -1.168
N 0.916 -2.166 -2.091
C 0.669 -1.778 -3.469
C -0.499 -2.545 -4.033
C -0.694 -3.870 -3.658
C -1.744 -4.619 -4.154
C -2.615 -4.021 -5.047
F -3.645 -4.733 -5.543
C -2.458 -2.709 -5.451
C -1.396 -1.982 -4.936
Cl -1.214 -0.343 -5.460
C 2.245 -1.850 -1.609
C 2.462 -0.358 -1.329
H 1.260 6.004 -0.402
H 2.761 5.585 -1.264
H 2.793 5.832 0.499
H 0.917 5.456 1.854
H -0.321 4.418 3.706
H 0.299 0.187 4.046
H -0.623 0.111 6.526
H -1.549 -2.196 6.104
H -1.605 -1.849 4.328
H -3.109 -0.230 6.512
H -3.143 0.096 4.735
H 0.215 0.576 1.951
H 1.585 -0.378 0.634
H -0.746 0.096 -0.126
H -0.155 0.406 -1.755
H -1.078 -1.905 -1.588
H 0.016 -2.254 -0.240
H 0.492 -0.701 -3.591
H 1.559 -2.033 -4.053
H 0.001 -4.300 -2.954
H -1.892 -5.645 -3.861
H -3.151 -2.268 -6.149
H 2.976 -2.205 -2.338
H 2.392 -2.412 -0.680
H 3.462 -0.189 -0.931
H 2.364 0.223 -2.247

=====

2.
60
Properties=species:S:1:pos:R:3 method="wB97M-V/def2-TZVPD" multiplicity=5 homo_ev="-14.3 / -14.6" s_squared=6.05 fmax_ev_per_a=0.35 orbital_gap_ha="0.358 / 0.235" e_tot_ha=-1750.45519 de_lowest_kj_mol=0.00 lumo_ha="-0.166 / -0.300" charge=+2
Rh -1.131 1.302 1.026
C 0.322 0.257 3.486
N -1.096 0.502 3.142
C -1.696 1.425 4.123
C -1.868 -0.756 3.070
C -1.524 -1.603 1.853
N -1.602 -0.790 0.641
C -1.723 -1.320 -0.573
C -1.976 -0.443 -1.670
F -2.102 0.862 -1.426
C -2.130 -0.900 -2.948
F -2.381 -0.030 -3.917
C -2.028 -2.257 -3.233
C -1.750 -3.140 -2.198
F -1.609 -4.431 -2.453
C -1.594 -2.703 -0.907
F -1.256 -3.578 0.030
H 0.404 -0.175 4.488
H 0.871 1.196 3.466
H 0.781 -0.423 2.769
H -1.622 1.017 5.135
H -2.745 1.587 3.885
H -1.172 2.379 4.094
H -2.925 -0.494 3.037
H -1.701 -1.353 3.972
H -2.210 -2.447 1.816
H -0.517 -2.021 1.947
H -2.161 -2.623 -4.243
C 3.408 -0.523 -3.100
N 2.355 0.342 -2.582
N 2.052 0.391 -1.244
C 1.077 1.312 -1.052
O 0.691 1.628 0.141
C 0.721 1.804 -2.315
C 1.558 1.199 -3.233
C 1.632 1.379 -4.710
C 2.766 -0.347 -0.246
C 4.008 0.090 0.183
C 4.676 -0.636 1.159
C 4.096 -1.776 1.700
C 2.847 -2.203 1.263
C 2.178 -1.486 0.283
H 3.414 -1.463 -2.554
H 4.385 -0.052 -3.011
H 3.200 -0.723 -4.146
H -0.013 2.569 -2.505
H 0.948 2.165 -5.018
H 1.354 0.460 -5.229
H 2.637 1.655 -5.031
H 4.444 0.990 -0.235
H 5.649 -0.307 1.499
H 4.622 -2.339 2.460
H 2.410 -3.105 1.673
H 1.217 -1.816 -0.099
C -5.116 3.884 1.278
C -3.882 3.114 1.223
N -2.908 2.517 1.162
H -5.919 3.267 1.680
H -5.386 4.214 0.276
H -4.980 4.756 1.916

=====

3.
58
Properties=species:S:1:pos:R:3 method="wB97M-V/def2-TZVPD" homo_ev=-6.8 fmax_ev_per_a=0.74 orbital_gap_ha=0.232 e_tot_ha=-5867.72893 de_lowest_kj_mol=340.22 lumo_ha=-0.016 charge=0
Pd -0.443 0.663 0.108
O -2.199 -1.613 -1.799
C -1.199 -1.476 -1.139
N -0.088 -0.673 -1.435
C 1.123 -1.446 -1.521
C 1.040 -2.567 -2.356
C 2.136 -3.361 -2.641
C 3.365 -3.029 -2.092
C 3.462 -1.940 -1.249
C 2.367 -1.127 -0.921
N 2.533 -0.210 0.104
C 2.021 0.982 0.089
O 1.735 1.692 1.099
C 1.652 1.695 -1.207
C 2.512 2.095 -2.215
C 1.994 2.822 -3.271
C 0.634 3.112 -3.307
C -0.168 2.645 -2.287
N 0.347 1.969 -1.261
C -1.105 -2.041 0.271
C -1.296 -3.342 0.686
C -1.112 -3.630 2.030
C -0.765 -2.611 2.907
C -0.611 -1.327 2.420
N -0.784 -1.064 1.126
H 0.088 -2.783 -2.829
H 2.031 -4.213 -3.299
H 4.242 -3.625 -2.310
H 4.403 -1.693 -0.771
H 3.559 1.831 -2.161
H 2.643 3.155 -4.070
H 0.198 3.670 -4.122
H -1.237 2.797 -2.282
H -1.564 -4.099 -0.037
H -1.230 -4.642 2.392
H -0.602 -2.804 3.957
H -0.331 -0.494 3.052
C -0.253 4.561 1.280
Ge -0.954 3.792 2.927
C -1.414 5.205 4.203
C 0.297 2.543 3.734
C -2.660 2.842 2.566
Se -2.690 1.616 1.043
C -3.192 2.901 -0.314
H 0.686 5.073 1.490
H -0.949 5.282 0.846
H -0.037 3.769 0.564
H -0.532 5.796 4.451
H -1.805 4.776 5.126
H -2.168 5.875 3.788
H 1.241 3.055 3.926
H 0.530 1.723 3.055
H -0.090 2.167 4.683
H -3.480 3.543 2.402
H -2.934 2.234 3.429
H -2.455 3.698 -0.368
H -4.176 3.297 -0.074
H -3.237 2.363 -1.258

=====

4.
61
Properties=species:S:1:pos:R:3 method="wB97M-V/def2-TZVPD" multiplicity=3 homo_ev="-10.4 / -10.6" s_squared=2.47 fmax_ev_per_a=3.95 orbital_gap_ha="0.254 / 0.157" e_tot_ha=-2330.96347 de_lowest_kj_mol=599.00 lumo_ha="-0.128 / -0.234" charge=+1
Mo 8.079 10.149 10.132
C 10.279 9.964 11.102
C 9.410 10.848 11.853
C 9.147 11.998 11.033
C 9.855 11.817 9.812
C 10.547 10.537 9.789
H 10.667 9.025 11.472
H 9.064 10.702 12.859
H 8.619 12.905 11.258
H 9.912 12.600 9.039
H 11.118 10.222 8.918
C 8.952 9.199 6.154
C 8.471 8.927 7.556
N 7.906 9.937 8.244
N 7.486 11.109 7.694
C 6.555 11.728 8.357
N 5.968 12.833 7.849
S 5.862 11.148 9.931
C 8.765 7.799 8.353
C 9.201 6.460 8.073
C 9.451 5.553 9.144
C 8.971 5.852 10.397
C 8.640 7.198 10.681
N 8.522 8.072 9.672
H 8.470 10.075 5.835
H 8.759 8.358 5.529
H 10.038 9.379 6.152
H 6.250 13.099 6.921
H 5.253 13.351 8.309
H 9.500 6.210 7.033
H 10.086 4.651 8.928
H 9.002 5.201 11.267
H 8.526 7.722 11.656
C 5.734 10.132 17.663
C 5.924 8.848 16.894
C 6.470 7.740 17.587
C 6.711 6.523 16.949
C 6.313 6.373 15.632
C 5.898 7.463 14.891
C 5.590 8.653 15.551
S 6.409 4.696 15.014
O 7.411 4.501 13.964
O 6.520 3.892 16.200
N 4.878 4.575 14.512
C 4.346 5.235 13.317
C 5.263 5.049 12.021
C 5.558 6.253 11.231
O 5.040 6.460 10.113
O 6.401 7.089 11.757
H 4.755 10.159 18.152
H 5.694 10.972 17.010
H 6.506 10.194 18.442
H 6.764 7.894 18.649
H 7.087 5.650 17.497
H 5.919 7.494 13.811
H 5.174 9.477 14.962
H 4.307 3.906 15.067
H 4.157 6.277 13.523
H 3.398 4.779 13.185
H 4.754 4.314 11.419
H 6.218 4.573 12.332

=====

5.
56
Properties=species:S:1:pos:R:3 method="wB97M-V/def2-TZVPD" homo_ev=-3.2 fmax_ev_per_a=3.61 orbital_gap_ha=0.208 e_tot_ha=-1357.33629 lumo_ha=0.092 charge=-1
C -2.938 -3.930 -1.387
C -2.748 -4.055 0.114
C -3.761 -5.007 0.754
O -1.438 -4.569 0.441
C -0.365 -3.740 0.224
O 0.754 -4.205 0.196
C -0.642 -2.284 0.108
C 0.424 -1.451 -0.072
C 0.292 -0.030 -0.330
C -0.780 0.499 -1.091
C -0.948 1.859 -1.259
C -0.032 2.769 -0.652
N -0.228 4.113 -0.768
C -1.192 4.655 -1.703
C -2.450 3.808 -1.779
C -2.116 2.346 -2.050
C 0.788 5.056 -0.353
C 1.475 4.599 0.921
C 2.029 3.184 0.765
C 1.072 2.254 0.091
C 1.235 0.879 0.189
C -1.976 -1.818 0.598
O -2.227 -0.681 0.936
O -2.940 -2.779 0.769
H -2.203 -3.250 -1.834
H -2.836 -4.924 -1.841
H -3.950 -3.558 -1.586
H -3.590 -5.043 1.834
H -4.775 -4.647 0.562
H -3.644 -6.010 0.337
H 1.398 -1.916 -0.167
H -1.498 -0.182 -1.555
H -1.431 5.670 -1.365
H -0.735 4.735 -2.705
H -2.999 3.880 -0.833
H -3.093 4.198 -2.571
H -1.915 2.201 -3.123
H -2.986 1.722 -1.813
H 1.536 5.187 -1.157
H 0.292 6.022 -0.204
H 2.278 5.300 1.163
H 0.756 4.617 1.747
H 2.968 3.223 0.191
H 2.289 2.782 1.752
H 2.074 0.445 0.735
C 4.767 -1.754 0.087
C 3.940 -1.920 1.284
N 4.435 -2.295 2.497
C 3.359 -2.375 3.337
C 2.200 -2.036 2.588
N 2.576 -1.727 1.322
H 4.143 -1.892 -0.801
H 5.211 -0.750 0.057
H 5.577 -2.492 0.083
H 3.393 -2.651 4.385
H 1.177 -2.033 2.936

=====

6.
53
Properties=species:S:1:pos:R:3 method="wB97M-V/def2-TZVPD" homo_ev=-11.0 fmax_ev_per_a=1.33 orbital_gap_ha=0.243 e_tot_ha=-1454.27692 de_lowest_kj_mol=0.00 lumo_ha=-0.162 charge=+1
C -1.426 -3.832 -0.430
C -1.111 -2.403 -0.036
N 0.256 -2.002 -0.348
C 1.167 -2.918 -0.278
N 0.951 -4.247 -0.087
C -0.384 -4.778 0.128
C 2.089 -5.127 0.108
C 3.307 -4.314 -0.307
S 2.885 -2.562 -0.406
H -2.407 -4.118 -0.045
H -1.452 -3.920 -1.522
H -1.762 -1.699 -0.568
H -1.297 -2.284 1.050
H -0.554 -4.930 1.206
H -0.437 -5.758 -0.359
H 2.161 -5.469 1.154
H 1.966 -6.024 -0.511
H 4.153 -4.437 0.374
H 3.612 -4.602 -1.320
C 0.024 0.800 -3.858
C -0.794 1.479 -2.842
N -1.935 2.142 -3.148
C -2.496 2.730 -2.011
C -1.642 2.438 -0.926
C -2.022 2.825 0.354
C -3.226 3.519 0.529
C -4.071 3.790 -0.563
C -3.708 3.389 -1.859
C -0.558 1.595 -1.444
C 0.408 0.930 -0.687
C 0.980 1.462 0.508
C 1.009 2.859 0.811
C 1.444 3.311 2.052
C 1.830 2.404 3.051
C 2.130 2.897 4.435
C 1.925 1.041 2.724
C 1.514 0.578 1.483
H 0.987 0.553 -3.403
H -0.429 -0.133 -4.226
H 0.191 1.455 -4.726
H -2.319 2.211 -4.086
H -1.376 2.580 1.193
H -3.508 3.850 1.529
H -5.010 4.319 -0.395
H -4.320 3.587 -2.738
H 0.700 -0.075 -0.998
H 0.646 3.575 0.068
H 1.452 4.383 2.266
H 2.523 2.085 5.053
H 2.869 3.707 4.414
H 1.227 3.287 4.927
H 2.307 0.343 3.473
H 1.530 -0.489 1.239

=====

7.
55
Properties=species:S:1:pos:R:3 method="wB97M-V/def2-TZVPD" homo_ev=-8.1 fmax_ev_per_a=1.06 orbital_gap_ha=0.322 e_tot_ha=-1261.55453 de_lowest_kj_mol=207.45 smiles="COc1ccc(CN2CCC[C@H](C(=O)Nc3cccc(-n4cccn4)c3)C2)cc1" lumo_ha=0.024 charge=0
C 3.563 6.002 0.000
O 2.922 4.975 0.716
C 3.152 3.684 0.351
C 3.976 3.284 -0.693
C 4.130 1.936 -0.974
C 3.478 0.966 -0.230
C 3.610 -0.498 -0.550
N 2.424 -0.979 -1.256
C 2.375 -0.489 -2.625
C 1.049 -0.857 -3.286
C 0.842 -2.368 -3.253
C 0.995 -2.910 -1.825
C -0.244 -2.548 -0.999
O -1.185 -3.308 -0.924
N -0.174 -1.319 -0.425
C -1.148 -0.635 0.294
C -0.885 0.696 0.627
C -1.811 1.427 1.342
C -3.010 0.859 1.736
C -3.277 -0.465 1.403
N -4.478 -1.079 1.774
C -5.417 -0.637 2.648
C -6.411 -1.582 2.683
C -5.982 -2.574 1.784
N -4.824 -2.258 1.253
C -2.351 -1.212 0.683
C 2.319 -2.431 -1.226
C 2.663 1.374 0.822
C 2.497 2.711 1.109
H 3.239 6.932 0.465
H 4.653 5.923 0.073
H 3.268 6.004 -1.054
H 4.505 4.007 -1.295
H 4.780 1.642 -1.787
H 4.524 -0.680 -1.139
H 3.689 -1.062 0.384
H 3.209 -0.906 -3.218
H 2.486 0.598 -2.600
H 0.230 -0.355 -2.770
H 1.058 -0.507 -4.319
H -0.145 -2.626 -3.639
H 1.590 -2.848 -3.890
H 1.009 -4.004 -1.870
H 0.714 -0.826 -0.573
H 0.043 1.152 0.314
H -1.602 2.456 1.592
H -3.727 1.452 2.282
H -5.319 0.282 3.188
H -7.309 -1.566 3.264
H -6.471 -3.488 1.514
H -2.584 -2.232 0.426
H 3.148 -2.899 -1.786
H 2.388 -2.761 -0.186
H 2.161 0.631 1.424
H 1.867 3.033 1.923

=====

8.
58
Properties=species:S:1:pos:R:3 method="wB97M-V/def2-TZVPD" homo_ev=-8.2 fmax_ev_per_a=0.80 orbital_gap_ha=0.294 e_tot_ha=-1810.26149 de_lowest_kj_mol=101.70 smiles="COc1ccc(-n2c(=S)[nH]c3cc(C(=O)NCCCN4CCOCC4)ccc3c2=O)cc1" lumo_ha=-0.008 charge=0
C 10.186 -0.842 0.598
O 9.308 0.102 1.165
C 8.017 0.123 0.749
C 7.199 1.079 1.357
C 5.870 1.183 1.015
C 5.341 0.336 0.050
N 3.953 0.428 -0.299
C 3.542 1.512 -1.025
S 4.568 2.677 -1.568
N 2.214 1.600 -1.313
C 1.283 0.662 -0.949
C -0.062 0.798 -1.281
C -0.971 -0.179 -0.913
C -2.410 0.037 -1.279
O -2.901 1.148 -1.304
N -3.082 -1.090 -1.595
C -4.499 -1.109 -1.870
C -5.253 -1.992 -0.875
C -5.127 -1.441 0.549
N -5.565 -0.062 0.599
C -6.996 0.091 0.769
C -7.357 1.566 0.581
O -6.669 2.383 1.495
C -5.276 2.213 1.356
C -4.868 0.756 1.572
C -0.545 -1.291 -0.180
C 0.784 -1.424 0.161
C 1.711 -0.459 -0.227
C 3.126 -0.608 0.134
O 3.574 -1.541 0.762
C 6.140 -0.615 -0.558
C 7.475 -0.725 -0.212
H 10.293 -0.695 -0.481
H 11.148 -0.674 1.080
H 9.856 -1.867 0.797
H 7.634 1.729 2.099
H 5.241 1.923 1.485
H 1.929 2.414 -1.843
H -0.412 1.664 -1.824
H -2.600 -1.975 -1.586
H -4.846 -0.079 -1.773
H -4.671 -1.463 -2.892
H -4.863 -3.012 -0.903
H -6.301 -2.026 -1.172
H -4.076 -1.473 0.845
H -5.691 -2.084 1.247
H -7.518 -0.507 0.020
H -7.321 -0.238 1.774
H -8.421 1.731 0.759
H -7.105 1.864 -0.448
H -4.812 2.860 2.101
H -4.955 2.517 0.350
H -3.793 0.664 1.413
H -5.108 0.456 2.609
H -1.255 -2.035 0.149
H 1.140 -2.268 0.731
H 5.719 -1.273 -1.303
H 8.078 -1.474 -0.700